Below is C22H23N4O2Ti as an isolated structure, with properties calculated with the ωB97M-V functional and the def2-TZVPD basis.

Last column: Löwdin charge in e.
Geometry (Å):
1 H 1.102 -3.911 2.426  0.123
2 C 2.033 0.575 0.916  -0.275
3 H -4.289 4.873 0.989  0.141
4 C -1.420 0.964 5.103  0.002
5 H -2.616 -2.199 5.146  0.135
6 H -2.634 6.728 1.230  0.146
7 C 4.415 0.084 0.887  0.009
8 C -3.234 4.671 1.110  0.024
9 H -1.183 -4.252 1.954  0.191
10 C -1.022 -4.284 3.984  0.034
11 H 6.498 -0.361 0.776  0.127
12 H -0.738 1.996 3.374  0.099
13 N 0.964 2.335 1.569  -0.083
14 H -2.973 -2.957 2.729  0.152
15 C -1.318 -0.052 2.892  -0.163
16 C -2.017 -2.481 2.514  -0.051
17 C -2.161 -1.307 4.732  0.014
18 C -1.958 -0.210 5.582  0.017
19 O 1.661 -1.815 -0.636  0.052
20 H 1.723 -2.471 -1.343  0.132
21 C 4.025 -2.176 -0.679  0.011
22 N -1.491 3.047 1.265  -0.023
23 C 5.298 -1.786 -0.306  -0.004
24 C -2.787 3.358 1.130  -0.053
25 H 0.452 -2.595 1.413  0.087
26 H 4.550 0.972 1.489  0.125
27 H 3.884 -3.052 -1.302  0.134
28 C 2.921 -1.444 -0.270  -0.241
29 H -1.255 1.813 5.752  0.137
30 C 5.499 -0.655 0.488  -0.031
31 H 1.651 4.276 1.415  0.172
32 C 0.801 3.606 1.499  0.046
33 C -0.585 4.059 1.406  -0.223
34 C -1.130 1.030 3.736  -0.117
35 H -2.002 -2.208 1.460  0.140
36 O 0.722 0.168 0.791  -0.135
37 C -0.960 5.383 1.395  0.060
38 N -0.962 -3.559 2.673  -0.164
39 H -0.699 -3.612 4.773  0.106
40 C 3.105 -0.295 0.522  -0.089
41 H 0.691 -2.352 3.172  0.115
42 C 0.422 -3.064 2.396  0.032
43 H -0.214 6.161 1.495  0.148
44 C -2.313 5.694 1.244  0.044
45 N 2.199 1.771 1.395  0.146
46 H 6.147 -2.368 -0.639  0.133
47 Ti -0.670 1.073 1.414  1.304
48 H -0.348 -5.135 3.932  0.121
49 C -1.810 -1.272 3.393  -0.206
50 H -2.039 -4.629 4.157  0.120
51 H -3.488 2.537 1.029  0.137
52 H -2.236 -0.289 6.625  0.141

For the energy relative to the best compared isomer or geometry (same formula, charge and spin), the calculation gives 0.0000 eV. For the orbital gap, the calculation gives 5.49 eV. Its charge is +3. The HOMO energy comes out at -0.6043 Ha. For the LUMO energy, the calculation gives -0.403 Ha.